1.
The following is a quantum chemistry calculation of C38H29BrCl2N3O2SbSe4TeV as an isolated structure, from the Open Molecules 2025 dataset.

```
82
Properties=species:S:1:pos:R:3:forces:R:3
H -0.421291 0.786526 -4.343550 0.0134 -0.0887 -0.0644
C -2.517118 6.250204 2.244170 0.0663 0.0447 -0.0121
C 0.611027 0.006075 4.490610 0.2634 -0.0916 -0.1517
C 6.108682 -2.981145 2.752864 0.0155 0.0405 -0.0387
N -0.308775 -0.404075 -2.061385 0.0756 -0.1004 0.9704
H -1.629576 5.185681 -3.588760 0.0244 -0.0060 0.0014
C -2.125024 -1.944781 -2.229890 0.2213 0.1323 -0.2979
H 1.198343 1.257253 0.453167 -0.0334 -0.0249 0.0074
C 1.245788 2.123431 -4.216869 -0.0262 -0.0152 -0.1847
C -2.831097 2.597549 -1.758824 0.0277 -0.0389 -0.0395
H -2.702462 -4.559735 -4.261941 0.0445 -0.0347 0.0052
C -1.007294 -3.253793 -4.359903 -0.0351 -0.0487 -0.0527
C -1.427164 4.238432 1.516533 0.1748 -0.1027 -0.0104
C -2.137967 3.762820 -2.074003 0.0695 -0.0078 0.0612
C 0.416401 1.126607 -3.748713 -0.0422 0.0124 0.0768
C 1.860452 0.661051 -0.185416 -0.6395 -0.2859 0.1192
C -3.576777 1.968489 -2.750754 -0.0755 -0.1273 0.1082
C -0.339488 -2.178701 -3.794149 -0.0589 -0.0148 0.1014
H -2.924272 4.034238 -5.356417 -0.0255 -0.0013 0.0113
O 2.736363 -1.526155 0.079508 0.2586 0.3401 -0.2311
C 3.878504 -4.320120 1.784436 -0.1599 0.0201 0.0918
H 1.097741 2.528544 -5.210786 -0.0422 0.0095 0.0064
C -0.890712 -1.459695 -2.725839 -0.2070 -0.1902 0.0416
H 1.442502 0.646947 4.758418 -0.0303 0.0422 -0.0170
H -4.629682 6.343969 1.888786 -0.0055 -0.0165 -0.0323
Te -2.704115 1.768944 0.195669 0.0995 0.8144 0.1168
C -3.727717 5.753433 1.780108 0.0083 0.0148 0.0072
H -4.726811 4.116460 0.815470 -0.0207 0.0021 0.0543
H -0.545793 -3.770526 -5.190181 0.0441 -0.0022 0.0243
C 6.246045 -4.178815 2.078459 0.0313 -0.1147 -0.0106
H -4.185113 1.977654 -4.807602 -0.0057 -0.0231 0.0375
C 1.749254 -0.823167 0.262597 0.0357 -0.2351 -0.2367
N 2.418788 -2.581020 2.632470 -0.9439 0.9667 0.8866
C -2.910530 3.638910 -4.347732 0.0393 0.0120 -0.0604
C -1.689488 -0.618836 4.552348 0.3058 0.0448 0.0133
C -1.384003 -1.696629 3.746273 -0.4077 0.0409 0.3863
H -2.707654 -0.482303 4.888165 -0.0178 0.0355 -0.0639
H 3.204951 2.457165 -1.502506 -0.0118 -0.0204 0.0309
C 2.411270 2.075752 -2.135181 0.0459 -0.0303 -0.1112
C -2.179031 4.281213 -3.358934 -0.0557 -0.0123 -0.0116
H -0.521035 3.654732 1.401627 -0.0241 -0.0291 0.0311
C 2.261529 2.600508 -3.408726 0.1273 0.0805 0.0825
H -0.411729 5.880107 2.454198 0.0014 -0.0099 -0.0131
Se 0.783123 -5.039034 3.229431 -0.9138 -0.7754 0.7881
C 2.185152 -1.487750 3.344258 1.1496 -0.4174 -0.1811
H 2.891265 0.933389 0.038410 -0.0426 0.0602 0.0322
N -0.149752 -1.962293 3.311553 0.2703 1.1094 0.8296
Se -3.427582 -4.369141 2.542259 0.1333 0.4340 -0.0427
H 2.985147 -0.863317 3.731956 -0.0419 0.0943 -0.1431
H -0.502952 -0.403236 -1.065721 0.1930 -0.1375 0.0478
H 3.030518 -4.883536 1.426112 -0.1595 0.1744 -0.0354
C 5.140652 -4.857785 1.599380 0.1284 0.1080 0.0677
C -1.361159 5.495742 2.102212 -0.1287 0.0289 0.0451
C 1.602566 1.056633 -1.632319 0.0987 0.0032 0.0284
C 0.594772 0.562888 -2.482768 0.0500 0.3074 -0.2376
C -2.205655 -3.698104 -3.838639 -0.0785 -0.0374 0.0140
Cl -2.877289 -1.083337 -0.920851 -0.1183 -0.5715 -0.0361
H 2.930401 3.376759 -3.760832 -0.0069 0.0015 0.0176
H -2.176354 -2.382302 3.459629 0.1244 -0.1274 -0.2019
H -4.142154 1.075139 -2.514864 0.0510 -0.0318 -0.0174
H -1.558986 4.273182 -1.314387 0.0323 -0.0305 -0.0177
Cl 1.262239 -1.851358 -4.377978 0.0094 0.0802 0.0163
H 5.250209 -5.800653 1.081600 0.0118 -0.0022 0.0238
Br 7.992237 -4.912463 1.836146 -0.0340 0.0087 -0.0075
C -2.760466 -3.054387 -2.742646 0.0314 0.0699 -0.0357
C -3.784533 4.499212 1.188458 -0.0796 -0.0377 -0.0114
H -0.872322 1.138818 5.524367 0.0144 -0.0172 0.0286
H -3.677589 -3.407595 -2.291374 0.0253 0.0381 0.0321
C -3.610723 2.482237 -4.039894 0.0437 0.0379 -0.0377
H 4.757222 -1.511167 3.453714 0.0483 -0.0053 -0.0223
C -0.661833 0.265143 4.918629 -0.2205 -0.1041 -0.0699
Se -1.678791 -7.100051 0.665196 0.3521 0.1731 -0.2886
C 3.695928 -3.093986 2.436804 0.9825 -0.1967 0.0885
O 0.664134 -1.199706 0.853089 0.0461 0.6674 -0.0369
V 0.683264 -3.072268 1.850856 1.5083 0.4017 -1.0423
Se 0.900721 -4.088432 -0.066776 -0.2843 -0.6857 -2.3616
C 4.844043 -2.448137 2.922636 -0.2710 -0.0195 -0.0027
H 6.977357 -2.466727 3.141476 -0.0064 0.0070 -0.0206
Sb -1.210573 -4.879662 1.563712 -1.1531 -1.8365 0.5937
C 0.870816 -1.136360 3.697827 -0.9050 0.4092 0.5794
H -2.472347 7.227430 2.709876 -0.0147 -0.0044 -0.0030
C -2.636597 3.723004 1.061653 0.0297 -0.1570 -0.0133
```
Forces are in eV/Å.

Summary:
* total charge: -2
* orbital gap (alpha / beta): 4.48 / 4.09 eV
* E: -16332.73964 a.u.
* multiplicity: 2
* molecular weight: 1326.62 g mol⁻¹


2.
The following is a quantum chemistry calculation of a 2-piece molecular cluster, C7H13F3N2OSi overall, from the Open Molecules 2025 dataset.

```
27
Properties=species:S:1:pos:R:3:forces:R:3
C 2.275568 -1.237474 1.952791 -2.7378 2.8258 -1.1486
H 1.524676 -0.537050 2.474680 1.2908 -0.7973 -0.6099
H 3.214925 -1.075733 2.308366 2.7321 0.7583 0.9621
H 1.936802 2.356907 -0.112412 0.8115 -0.4788 -0.5076
H 0.603496 2.669893 0.828093 -0.8240 0.0377 0.1711
H -3.490071 -1.118095 -1.516573 0.6013 0.8776 0.8571
H 0.626625 3.258261 -0.883949 0.4437 0.0583 0.8751
H 3.769897 0.238459 -0.698229 -0.4248 -0.2495 0.0189
C 0.167474 -0.015867 0.021365 2.3777 0.5156 -2.6475
H 0.475173 0.899489 -1.852424 -0.4270 1.4240 1.6025
H -1.002324 1.633368 -0.928010 2.2350 -0.9377 0.2416
C 0.872265 2.424894 -0.190420 -0.3659 1.0839 -1.2622
Si 1.918342 -0.927931 0.138954 -2.1199 -0.4795 -0.5548
O 2.868041 -0.068948 -0.860454 1.2345 0.2057 0.1692
C -3.434404 0.103973 0.296968 0.8032 1.7839 1.0195
F -3.130274 -0.762238 1.233566 0.5399 -1.4372 1.2036
H -2.626438 0.526669 -1.735578 -0.7440 -0.8469 1.2534
N -0.100473 -2.177887 -0.961645 -0.7811 -0.3794 -0.7225
F -4.736774 0.279206 0.396921 -1.7320 0.2976 -0.2135
C 0.117770 1.271867 -0.804148 -1.2216 -0.7649 -1.2213
H 1.428371 -3.308874 -0.587710 0.4924 -1.1240 0.1556
C -2.981168 -0.257568 -1.004649 2.2425 -1.2970 -3.7816
H 1.996336 -2.172483 2.262786 -0.8002 -2.5945 0.4653
F -2.870461 1.294031 0.715157 -0.0322 -0.1269 -0.2560
C -0.510826 -1.059329 -0.662404 -2.6807 -0.6781 -0.1914
H -0.191783 0.119300 0.952258 -1.4434 0.5356 3.3295
N 1.279241 -2.356847 -0.783302 0.5303 1.7874 0.7924
```
Forces are in eV/Å.

Summary:
* total charge: 0
* orbital gap (alpha / beta): 7.81 / 8.68 eV
* relative energy (zero: lowest compared OMol25 entry of this formula, charge and spin): 8.3 kcal/mol
* E: -1048.26977 a.u.
* molecular weight: 226.27 g mol⁻¹


3.
The following is a quantum chemistry calculation of one molecule with the formula C20H25NO3, from the Open Molecules 2025 dataset.

```
49
Properties=species:S:1:pos:R:3:forces:R:3
H 3.716619 0.610317 -3.125349 0.0779 -0.1110 -0.0310
H 3.025807 -0.912746 -1.485735 0.1195 -0.0024 -0.0112
C 2.449660 1.725491 -1.749064 0.1217 0.1394 -0.0452
H 4.052713 0.801727 -0.589584 0.0905 -0.1103 0.0253
H 3.021355 1.885647 0.340352 -0.0309 0.0253 0.1283
C 1.962422 -0.727706 -1.446941 -0.0407 0.1157 0.0198
C -0.893779 -3.776849 -0.405687 -0.1922 -0.3034 0.4032
O -1.165571 -2.647510 -1.208035 -0.0042 0.1800 -0.1282
C 1.476791 0.571582 -1.553980 0.0242 0.0386 0.0134
H 3.837707 2.362240 -3.288320 0.1113 0.0984 -0.0414
H 1.548263 -2.807907 -1.253273 -0.0024 -0.0759 -0.0102
H -1.826852 -0.199487 -1.359965 -0.1527 0.0121 0.0197
C -1.432590 0.208219 2.050749 -0.1088 -0.0398 0.0221
C -3.828233 0.438519 1.992512 0.0993 -0.0992 -0.0055
H 1.035457 0.866454 1.252059 -0.0237 -0.0300 0.0302
H 1.054221 3.168328 -2.583712 -0.1241 0.0566 -0.0709
C -2.698025 -0.348903 1.794954 0.0709 0.2570 -0.0347
C -0.757204 -0.339432 -1.383034 -0.1045 -0.3624 0.0101
N -1.999460 -2.650179 1.457326 0.2634 -0.1689 0.0718
C 1.121992 -1.816197 -1.307452 -0.1547 -0.2918 0.0253
H 2.495086 3.875902 -1.864974 0.0648 0.0699 -0.0156
H -0.342569 1.720204 -1.594909 -0.0214 0.1335 -0.0149
H -0.390613 1.975007 2.687148 0.0984 -0.0024 -0.0001
C -1.350917 1.525439 2.490624 0.3081 -0.0230 0.0151
H -2.958099 -3.966807 0.223768 0.1384 -0.1215 0.0853
H -1.775242 -4.726680 1.332984 -0.0538 -0.0111 -0.1044
O -0.325162 -0.572881 1.854380 -0.5189 0.0274 0.0735
C -0.255864 -1.632849 -1.275142 0.0357 0.2846 -0.0753
O -3.995792 -1.965144 0.657665 -0.1836 0.0554 -0.1575
C -2.492628 2.281255 2.691137 -0.0596 -0.0477 -0.0366
H 2.418147 1.510270 -3.904499 -0.0532 -0.0086 -0.1081
H 1.216720 3.259733 -0.822471 -0.1039 0.0556 0.0953
C 0.095700 0.738262 -1.518990 0.0939 -0.0168 0.0019
H -4.784807 -0.008735 1.767395 -0.0425 -0.0430 -0.0378
C 3.497235 1.734224 -0.626486 -0.1367 -0.0051 -0.1594
C 0.949933 0.018572 1.935611 0.3134 0.1146 0.0665
H 1.182354 0.333902 2.957968 -0.0296 0.0094 -0.0448
C 1.752067 3.088564 -1.754064 0.0938 -0.2512 -0.0021
C -1.973477 -3.867161 0.685756 0.0591 -0.0190 -0.3822
C 3.151905 1.538366 -3.101939 -0.0606 0.0712 0.1589
H -4.633041 2.326667 2.597777 -0.0831 0.0425 0.0115
H -2.396678 3.299198 3.039101 0.0179 0.0789 0.0277
H 4.206808 2.543084 -0.787991 0.0993 0.0930 0.0030
H -1.121300 -2.339665 1.844464 -0.1229 0.1148 -0.0361
H 0.091926 -3.698781 0.066273 -0.0441 -0.0050 -0.0938
C -3.740692 1.739779 2.445389 -0.0187 0.0844 0.0383
C -2.954206 -1.712326 1.233275 0.1074 -0.1811 0.1989
H 1.652302 -0.754312 1.627050 -0.0140 0.0818 0.0095
H -0.920389 -4.674695 -1.034121 0.0768 0.0903 0.0926
```
Forces are in eV/Å.

Summary:
* structure (SMILES): COc1ccccc1C(=O)NCCOc1ccc(C(C)(C)C)cc1
* total charge: 0
* orbital gap: 8.95 eV
* relative energy (zero: lowest compared OMol25 entry of this formula, charge and spin): 47.7 kcal/mol
* E: -1057.59768 a.u.
* molecular weight: 327.42 g mol⁻¹


4.
The following is a quantum chemistry calculation of C11H17Cl2GdPd as an isolated structure, from the Open Molecules 2025 dataset.

```
32
Properties=species:S:1:pos:R:3:forces:R:3
C 0.571368 -2.058278 0.087646 0.4616 -0.4343 0.2927
C 0.446861 -0.718374 3.257982 0.1947 -0.8745 0.7591
Cl -1.142013 -2.703027 4.168872 -0.6750 -0.6420 0.3588
H -2.680438 3.182204 -2.926527 0.1495 0.2774 0.5400
Gd 0.031665 0.175293 0.298051 0.0904 -0.4297 -0.1919
C 0.654070 0.862990 -1.805727 -0.0909 0.5888 -0.2655
C 0.364544 -1.905578 4.063982 -0.2681 2.5143 -2.2292
C 1.735568 -0.104545 3.091435 -1.5883 0.3794 -0.2535
H -0.888829 0.907849 2.690944 -0.0376 -0.2825 0.0174
C 2.828790 -0.576203 3.839489 0.6864 -1.0089 0.7441
H -1.262660 3.586393 -1.821251 -0.5939 0.1286 -0.0829
H -2.484538 0.942914 -4.601969 0.2018 -0.5890 -0.1166
Cl -2.397820 -0.335466 -0.333378 -1.0532 -0.5222 0.7863
C 2.681180 -1.690454 4.678084 -0.2275 0.5330 -0.5120
H 3.775737 -0.072598 3.764385 0.3309 0.0527 0.0142
H -0.942547 -0.080842 -4.532367 -0.6588 -0.0143 -0.1850
H -2.830362 2.942669 -1.102944 0.1879 0.1533 -0.3516
C -2.156219 2.953524 -1.977778 -0.0264 0.7968 -0.1228
C 1.457514 -2.354053 4.784932 1.1838 -1.0479 1.2997
H 0.844541 -2.371002 -0.932450 -0.0518 -0.0142 0.2867
Pd -1.401455 1.074787 -2.298140 0.4131 -0.4987 0.3538
H -0.295107 -2.637976 0.457664 0.3779 0.1322 -0.1448
H 1.847605 0.790495 2.460401 -0.1454 -0.1738 0.2698
H 1.321499 -3.219269 5.434819 0.2318 0.1749 -0.1309
C -0.733817 -0.180109 2.640428 -0.4270 0.0420 -0.0298
H -2.518595 -0.748862 -3.841171 0.1913 0.3578 -0.2357
H 1.426377 -2.180997 0.788956 -0.2893 -0.2562 -0.3589
C -1.921525 0.151100 -4.072442 0.2141 -0.0797 -0.6625
H 0.986535 1.905830 -1.623581 0.5395 -0.4696 -0.4134
H -1.610617 -0.815733 2.441119 0.4329 0.5746 0.4196
H 1.231131 0.145259 -2.406592 0.2142 0.5676 0.1759
H 3.522668 -2.055020 5.259300 0.0314 0.0639 -0.0313
```
Forces are in eV/Å.

Summary:
* total charge: -2
* orbital gap (alpha / beta): 2.84 / 4.99 eV
* relative energy (zero: lowest compared OMol25 entry of this formula, charge and spin): 70.5 kcal/mol
* E: -2242.80611 a.u.
* multiplicity: 10
* molecular weight: 483.83 g mol⁻¹